1.
2 unconnected molecules or ions with the total composition C10H17N at a distorted geometry. Source: OMol25; level of theory: ωB97M-V/def2-TZVPD.

Last column: natural (NBO) charge in e.
Cartesian coordinates (Å):
N  1.757  -1.890  -0.010  -0.456
C  1.863  0.307  1.267  -0.268
C  -3.847  -1.174  0.199  -0.633
C  3.564  -0.339  -0.494  -0.324
C  0.304  2.163  -0.312  -0.637
C  -1.665  0.548  0.257  -0.398
C  2.962  0.539  0.346  -0.147
C  2.885  -1.609  -0.616  0.079
C  -2.416  -0.695  -0.414  -0.389
C  1.376  -1.045  0.983  0.019
C  -0.425  0.807  -0.516  -0.457
H  -4.069  -2.138  -0.518  0.223
H  3.382  -2.564  -1.163  0.199
H  0.451  -1.461  1.435  0.199
H  1.425  2.131  -0.685  0.232
H  -4.436  -0.245  0.157  0.225
H  1.303  0.947  1.988  0.254
H  -0.320  2.814  -1.213  0.216
H  -3.533  -1.713  1.284  0.211
H  3.201  1.780  0.189  0.207
H  -2.530  -0.500  -1.448  0.192
H  0.067  2.602  0.789  0.218
H  -2.234  1.568  0.182  0.185
H  -0.006  -0.178  -0.059  0.233
H  -0.506  0.625  -1.547  0.200
H  -1.596  -1.542  -0.452  0.193
H  4.470  -0.076  -0.978  0.234
H  -1.430  0.337  1.351  0.189

Results
SMILES = c1ccncc1.CCCCC
DFT total energy = -445.787451 Ha
ΔE to the lowest compared entry with this formula, charge and spin = 629.6 kJ/mol
HOMO-LUMO gap = 9.6 eV
net charge = 0
2S+1 = 1

2.
A gas-phase ion, C12H12BrO2 (charge +1) at a distorted geometry. Source: OMol25; level of theory: ωB97M-V/def2-TZVPD.

Last column: natural (NBO) charge in e.
Cartesian coordinates (Å):
Br  -0.366  -0.207  -3.970  -0.013
O  -1.489  0.446  2.223  -0.295
O  1.253  -2.714  -0.391  -0.718
C  -0.203  -0.691  0.645  -0.454
C  0.626  -1.983  -1.437  -0.130
C  -1.404  -0.646  1.518  0.490
C  -0.452  -1.148  -0.739  0.028
C  0.946  3.136  2.146  -0.191
C  -0.201  2.476  2.477  -0.219
C  -1.738  -1.126  -2.805  -0.470
C  1.717  1.262  0.789  -0.185
C  -1.534  -0.737  -1.446  -0.181
C  1.934  2.530  1.349  -0.170
C  0.536  0.555  1.043  -0.029
C  -0.366  1.177  1.975  0.228
H  0.349  -2.553  -2.385  0.226
H  -1.133  2.889  3.001  0.259
H  -2.171  -1.455  1.456  0.256
H  -2.312  -0.196  -1.028  0.213
H  0.479  -1.469  0.909  0.385
H  1.129  4.178  2.672  0.259
H  2.884  3.059  1.037  0.254
H  -2.706  -0.964  -3.398  0.274
H  -1.544  -2.269  -2.971  0.245
H  2.529  0.956  0.019  0.251
H  1.837  -3.274  -0.735  0.486
H  1.401  -1.231  -1.953  0.205

Results
DFT total energy = -3188.570936 Ha
ΔE to the lowest compared entry with this formula, charge and spin = 36.9 kJ/mol
HOMO-LUMO gap = 7.5 eV
net charge = +1
2S+1 = 1

3.
A single C4H9NO2 molecule at a distorted geometry. Source: OMol25; level of theory: ωB97M-V/def2-TZVPD.

Last column: natural (NBO) charge in e.
Cartesian coordinates (Å):
O  0.026  -1.374  0.603  -0.524
O  0.651  1.522  0.885  -0.714
N  -1.792  -0.085  -0.352  -0.519
C  -1.269  -0.956  0.404  0.320
C  1.146  -0.690  -0.034  -0.103
C  1.614  0.496  0.801  -0.091
C  -1.296  0.610  -1.485  -0.464
H  1.952  -1.433  -0.094  0.201
H  -2.167  1.098  -1.924  0.203
H  -0.107  1.178  1.379  0.474
H  -0.538  1.338  -1.206  0.215
H  2.502  0.944  0.334  0.189
H  -2.266  -1.428  0.443  0.263
H  1.905  0.137  1.800  0.171
H  -0.907  -0.112  -2.217  0.188
H  0.884  -0.381  -1.048  0.191

Results
SMILES = C/N=C\OCCO
DFT total energy = -362.942130 Ha
ΔE to the lowest compared entry with this formula, charge and spin = 376.5 kJ/mol
HOMO-LUMO gap = 9.8 eV
net charge = 0
2S+1 = 1

Q: The highest net charge belongs to which entry?
A: C12H12BrO2